(1)
Density functional theory data (ωB97M-V/def2-TZVPD) for a 12-piece molecular cluster, C57H145N7O19 overall in a non-equilibrium geometry.

For the strongest force on any atom, the calculation gives 3.90 eV/A. As for the HOMO-LUMO gap: 8.86 eV. Its net charge is 0. As for the energy relative to the best compared isomer or geometry (same formula, charge and spin): 391.5 kJ/mol. As for the SMILES: COCCNCCOC.COCCNCCOC.COCCNCCOC.COCCNCCOC.COCCNCCOC.COCCNCCOC.COCCNCCOC.CC(C)O.CC(C)O.CC(C)O.CC(C)O.CC(C)O.

Cartesian coordinates (Å):
C: -2.37 -4.78 -2.18
O: -1.80 -5.56 -3.26
C: -2.17 -6.91 -3.32
C: -1.83 -7.75 -2.09
N: -0.40 -7.89 -1.86
C: -0.10 -8.23 -0.48
C: -0.42 -7.07 0.48
O: 0.52 -6.03 0.23
C: 0.27 -4.81 0.84
H: -1.99 -3.75 -2.30
H: -2.00 -5.13 -1.18
H: -3.41 -4.86 -2.13
H: -1.78 -7.33 -4.25
H: -3.26 -6.90 -3.48
H: -2.32 -8.73 -2.28
H: -2.31 -7.30 -1.24
H: 0.08 -7.00 -2.11
H: 0.88 -8.58 -0.40
H: -0.70 -9.05 -0.27
H: -0.29 -7.41 1.52
H: -1.44 -6.72 0.43
H: 0.81 -4.00 0.35
H: 0.71 -4.82 1.83
H: -0.76 -4.62 0.96
C: 2.69 4.76 4.31
O: 1.51 5.31 4.93
C: 0.87 4.46 5.89
C: -0.44 5.11 6.27
N: -0.22 6.32 7.05
C: -1.55 6.94 7.46
C: -1.41 7.94 8.61
O: -0.98 9.21 8.20
C: 0.41 9.49 8.26
H: 3.59 4.73 4.99
H: 2.94 5.37 3.47
H: 2.43 3.74 3.89
H: 1.56 4.47 6.75
H: 0.87 3.47 5.40
H: -1.04 4.39 6.86
H: -1.00 5.38 5.36
H: 0.38 6.99 6.61
H: -2.19 6.17 7.81
H: -1.98 7.37 6.59
H: -0.73 7.42 9.27
H: -2.36 8.05 9.06
H: 1.06 9.06 7.46
H: 0.90 9.18 9.21
H: 0.55 10.57 8.13
C: 4.46 2.18 -8.75
O: 5.28 1.39 -7.92
C: 4.71 1.30 -6.61
C: 5.34 0.14 -5.88
N: 5.07 0.19 -4.45
C: 5.34 -1.06 -3.72
C: 5.13 -0.86 -2.20
O: 5.28 -2.16 -1.54
C: 5.41 -2.08 -0.13
H: 4.22 3.16 -8.39
H: 3.53 1.61 -8.97
H: 4.88 2.22 -9.79
H: 3.61 1.21 -6.65
H: 4.93 2.23 -5.96
H: 6.47 0.20 -6.01
H: 5.00 -0.84 -6.38
H: 4.16 0.48 -4.33
H: 6.39 -1.38 -3.86
H: 4.73 -1.95 -4.02
H: 4.14 -0.41 -2.06
H: 5.87 -0.08 -1.89
H: 6.39 -1.69 0.06
H: 5.22 -3.05 0.22
H: 4.61 -1.45 0.30
C: 0.55 -6.90 -9.53
O: 1.14 -6.67 -8.27
C: 0.22 -6.64 -7.19
C: 0.91 -6.29 -5.90
N: 1.78 -7.32 -5.33
C: 2.57 -6.75 -4.26
C: 3.47 -7.85 -3.67
O: 4.36 -7.37 -2.68
C: 3.70 -7.27 -1.44
H: 1.36 -7.20 -10.12
H: 0.11 -5.98 -9.95
H: -0.24 -7.56 -9.57
H: -0.24 -7.66 -7.04
H: -0.58 -5.91 -7.36
H: 0.16 -6.09 -5.20
H: 1.48 -5.42 -6.13
H: 2.39 -7.58 -6.10
H: 1.78 -6.49 -3.51
H: 3.11 -5.84 -4.43
H: 4.06 -8.29 -4.46
H: 2.89 -8.72 -3.23
H: 3.50 -8.24 -1.01
H: 2.73 -6.67 -1.54
H: 4.37 -6.69 -0.79
C: -0.08 2.78 2.65
O: 0.07 2.44 1.28
C: -0.97 1.55 0.87
C: -1.01 1.49 -0.64
N: 0.18 0.75 -1.17
C: 0.29 0.39 -2.58
C: 0.86 -1.05 -2.74
O: 0.83 -1.53 -4.01
C: 1.07 -2.92 -4.07
H: 0.49 3.67 2.90
H: 0.20 1.91 3.21
H: -1.09 3.04 2.90
H: -1.90 1.86 1.29
H: -0.71 0.61 1.32
H: -1.03 2.49 -0.99
H: -1.94 1.00 -1.00
H: 1.04 1.11 -0.80
H: 0.82 1.12 -3.16
H: -0.74 0.50 -3.02
H: 0.26 -1.66 -2.00
H: 1.89 -1.10 -2.30
H: 1.25 -3.15 -5.17
H: 0.28 -3.54 -3.70
H: 1.91 -3.25 -3.50
C: -4.69 1.57 6.25
O: -4.61 2.30 5.09
C: -3.43 3.07 5.05
C: -3.40 3.90 3.82
N: -4.56 4.81 3.73
C: -4.73 5.79 4.86
C: -5.87 6.67 4.57
O: -7.01 5.97 4.21
C: -8.14 6.82 4.07
H: -4.55 2.18 7.19
H: -3.88 0.82 6.22
H: -5.60 1.00 6.29
H: -2.45 2.54 5.21
H: -3.54 3.80 5.93
H: -3.45 3.19 2.93
H: -2.48 4.53 3.76
H: -5.41 4.30 3.78
H: -3.84 6.43 5.06
H: -4.89 5.18 5.74
H: -5.67 7.48 3.81
H: -6.06 7.22 5.52
H: -8.92 6.19 3.63
H: -7.93 7.60 3.27
H: -8.45 7.31 5.03
C: 1.41 -1.28 1.36
O: 1.29 -0.12 2.20
C: 1.57 -0.44 3.57
C: 3.00 0.05 3.95
N: 3.53 -0.75 5.09
C: 3.99 -2.11 4.68
C: 5.36 -2.12 3.98
O: 6.27 -1.39 4.87
C: 7.33 -0.70 4.26
H: 0.79 -2.09 1.65
H: 2.42 -1.68 1.38
H: 1.15 -0.87 0.37
H: 1.66 -1.53 3.62
H: 0.85 -0.18 4.27
H: 3.01 1.13 4.15
H: 3.60 -0.04 3.04
H: 4.31 -0.31 5.52
H: 3.34 -2.68 4.02
H: 4.07 -2.67 5.60
H: 5.25 -1.48 3.07
H: 5.85 -3.11 3.79
H: 8.02 -1.22 3.58
H: 7.98 -0.44 5.10
H: 6.96 0.19 3.78
C: -5.77 1.24 -2.58
C: -4.43 0.97 -3.06
C: -3.61 2.23 -3.32
O: -3.66 0.13 -2.20
H: -6.45 0.39 -2.41
H: -6.28 1.86 -3.32
H: -5.75 1.83 -1.63
H: -4.36 0.51 -4.07
H: -3.34 2.86 -2.45
H: -4.13 2.82 -4.06
H: -2.76 1.91 -3.85
H: -3.00 -0.39 -2.72
C: 3.82 2.52 -1.73
C: 3.18 3.02 -0.47
C: 1.95 3.97 -0.64
O: 2.84 1.94 0.35
H: 3.08 2.02 -2.34
H: 4.61 1.84 -1.47
H: 4.24 3.37 -2.26
H: 3.93 3.65 0.02
H: 1.20 3.50 -1.30
H: 2.28 4.93 -1.04
H: 1.35 4.05 0.29
H: 2.01 2.12 0.80
C: -2.28 5.55 0.75
C: -2.56 6.73 1.68
C: -2.05 8.01 1.11
O: -3.99 6.85 1.79
H: -2.69 4.62 1.15
H: -1.17 5.52 0.63
H: -2.73 5.77 -0.26
H: -2.11 6.51 2.63
H: -2.62 8.27 0.17
H: -1.00 7.94 0.77
H: -2.13 8.90 1.78
H: -4.27 6.10 2.31
C: -3.32 -0.94 2.68
C: -2.88 -2.22 1.93
C: -2.44 -1.97 0.45
O: -1.71 -2.86 2.57
H: -4.12 -0.36 2.15
H: -2.49 -0.22 2.68
H: -3.52 -1.08 3.73
H: -3.69 -2.97 1.99
H: -2.12 -2.85 -0.06
H: -1.64 -1.27 0.43
H: -3.27 -1.46 -0.08
H: -1.88 -2.99 3.49
C: -3.82 -3.90 -5.00
C: -2.87 -3.48 -6.07
C: -2.61 -2.01 -5.97
O: -1.61 -4.17 -5.78
H: -3.90 -4.98 -4.88
H: -4.82 -3.46 -5.05
H: -3.40 -3.61 -4.07
H: -3.06 -3.71 -7.14
H: -3.61 -1.51 -5.99
H: -1.84 -1.65 -6.64
H: -2.08 -1.78 -5.04
H: -1.58 -4.57 -4.87

=====

(2)
Density functional theory data (ωB97M-V/def2-TZVPD) for a 10-piece molecular cluster, C39H63N3O21 overall in a non-equilibrium geometry.

For the strongest force on any atom, the calculation gives 10.65 eV/A. As for the HOMO-LUMO gap: 10.77 eV. Its net charge is 0. As for the energy relative to the best compared isomer or geometry (same formula, charge and spin): 0.0 kJ/mol. As for the SMILES: C[C@H]1COC(=O)O1.C[C@H]1COC(=O)O1.C[C@H]1COC(=O)O1.C[C@H]1COC(=O)O1.C[C@H]1COC(=O)O1.C[C@H]1COC(=O)O1.COC(=O)OC.CCCC#N.CCCC#N.CCCC#N.

Cartesian coordinates (Å):
C: 5.85 1.43 -1.71
C: 5.62 0.66 -0.38
C: 6.32 1.35 0.84
O: 5.25 1.42 1.77
C: 4.08 1.11 1.26
O: 3.05 1.22 1.88
O: 4.24 0.67 0.01
H: 6.84 1.47 -2.10
H: 5.61 2.49 -1.70
H: 5.28 0.99 -2.46
H: 5.87 -0.40 -0.46
H: 6.60 2.36 0.54
H: 7.25 0.94 1.10
C: -4.10 -0.24 3.37
C: -3.57 -1.39 4.29
C: -2.11 -1.70 3.90
O: -1.41 -1.36 5.12
C: -2.27 -0.94 6.08
O: -1.90 -0.50 7.13
O: -3.50 -0.90 5.64
H: -5.13 -0.06 3.64
H: -4.05 -0.51 2.33
H: -3.49 0.69 3.39
H: -4.28 -2.20 4.15
H: -1.68 -1.06 3.16
H: -2.00 -2.75 3.67
C: 0.97 -0.26 -4.99
C: 0.63 0.82 -4.02
C: 0.15 0.29 -2.65
O: 1.05 0.78 -1.75
C: 1.96 1.61 -2.38
O: 2.81 2.33 -1.84
O: 1.76 1.54 -3.64
H: 1.61 -1.00 -4.58
H: 1.50 0.12 -5.84
H: 0.04 -0.71 -5.28
H: -0.17 1.44 -4.45
H: 0.12 -0.81 -2.66
H: -0.91 0.60 -2.46
C: 2.43 -2.04 -0.39
C: 1.69 -2.01 0.98
C: 0.29 -1.36 0.94
O: -0.43 -2.27 1.61
C: 0.17 -3.45 1.49
O: -0.38 -4.48 1.81
O: 1.39 -3.36 1.06
H: 1.92 -2.61 -1.16
H: 3.31 -2.63 -0.23
H: 2.61 -1.01 -0.70
H: 2.28 -1.62 1.77
H: -0.07 -1.36 -0.05
H: 0.20 -0.37 1.31
C: 1.14 3.33 0.82
C: -0.07 3.97 0.18
C: -0.04 5.41 -0.34
O: -0.05 5.22 -1.73
C: -0.42 4.05 -2.05
O: -0.78 3.71 -3.16
O: -0.40 3.28 -1.05
H: 0.99 2.27 0.75
H: 1.29 3.63 1.86
H: 2.04 3.62 0.32
H: -1.00 3.81 0.81
H: 0.98 5.81 -0.10
H: -0.85 6.12 0.05
C: -4.45 -1.30 -0.55
C: -4.55 -2.74 0.08
C: -3.49 -3.13 1.11
O: -4.14 -3.56 2.22
C: -5.45 -3.47 2.00
O: -6.35 -3.92 2.74
O: -5.76 -2.87 0.88
H: -4.51 -0.50 0.20
H: -5.25 -1.05 -1.27
H: -3.55 -1.22 -1.11
H: -4.65 -3.56 -0.62
H: -2.91 -2.34 1.55
H: -2.70 -3.83 0.71
C: 0.72 -5.26 -1.55
O: -0.39 -4.39 -1.53
C: -0.67 -3.64 -2.52
O: 0.23 -3.48 -3.60
O: -1.84 -3.17 -2.53
C: -2.42 -2.65 -3.73
H: 1.61 -4.65 -1.44
H: 0.76 -5.83 -2.51
H: 0.59 -6.02 -0.79
H: -2.39 -3.23 -4.62
H: -1.80 -1.79 -4.10
H: -3.46 -2.31 -3.70
C: -3.71 4.12 -0.67
C: -4.56 3.12 0.12
C: -3.87 2.60 1.34
C: -2.90 1.56 0.92
N: -2.11 0.78 0.61
H: -3.43 4.96 -0.05
H: -4.03 4.46 -1.70
H: -2.77 3.66 -0.93
H: -5.00 2.36 -0.57
H: -5.38 3.64 0.50
H: -4.60 2.16 2.01
H: -3.47 3.42 1.87
C: 5.06 -2.76 -2.86
C: 4.19 -1.59 -3.41
C: 4.64 -1.06 -4.75
C: 5.86 -0.26 -4.70
N: 6.82 0.41 -4.62
H: 5.09 -3.61 -3.49
H: 4.74 -3.15 -1.91
H: 6.11 -2.46 -2.76
H: 4.07 -0.89 -2.54
H: 3.23 -2.08 -3.62
H: 3.89 -0.48 -5.26
H: 4.90 -1.90 -5.38
C: -0.15 1.28 3.66
C: 0.05 2.66 4.30
C: -0.93 2.90 5.50
C: -2.34 3.03 5.03
N: -3.42 3.13 4.77
H: -0.03 0.39 4.30
H: 0.54 1.15 2.75
H: -1.18 1.35 3.22
H: -0.02 3.43 3.55
H: 1.08 2.64 4.59
H: -0.61 3.70 6.08
H: -1.00 2.02 6.15

=====

(3)
Density functional theory data (ωB97M-V/def2-TZVPD) for an isolated ion of composition C5H14N2 and charge +1 in a non-equilibrium geometry.

For the strongest force on any atom, the calculation gives 6.19 eV/A. The spin multiplicity is 2. As for the HOMO-LUMO gap (alpha / beta): 10.00 / 5.42 eV. Its expectation value of S² is 0.75. Its net charge is +1. As for the energy relative to the best compared isomer or geometry (same formula, charge and spin): 230.7 kJ/mol.

Cartesian coordinates (Å):
C: -2.11 0.38 1.48
N: -0.75 0.30 1.04
C: 0.97 1.99 0.87
C: 0.07 1.03 0.13
C: 1.06 -0.08 -0.65
N: 0.07 -0.98 -1.37
C: 0.63 -2.40 -1.51
H: -2.30 0.28 2.54
H: -2.51 1.37 1.15
H: -2.71 -0.37 1.02
H: -0.17 -0.38 1.57
H: 0.39 2.57 1.69
H: 1.44 2.66 0.10
H: 1.81 1.28 1.21
H: -0.40 1.54 -0.75
H: 1.67 -0.80 -0.01
H: 1.83 0.30 -1.31
H: -0.48 -0.85 -2.14
H: 1.29 -2.75 -0.56
H: 1.30 -2.51 -2.44
H: -0.12 -3.14 -1.74

=====

(4)
Density functional theory data (ωB97M-V/def2-TZVPD) for C28H29Cl4N2O7STb as an isolated structure in a non-equilibrium geometry.

For the strongest force on any atom, the calculation gives 2.08 eV/A. The spin multiplicity is 7. As for the HOMO-LUMO gap (alpha / beta): 7.19 / 7.21 eV. Its expectation value of S² is 12.05. Its net charge is 0. As for the energy relative to the best compared isomer or geometry (same formula, charge and spin): 266.2 kJ/mol.

Cartesian coordinates (Å):
Tb: -0.22 -0.02 0.05
Cl: 0.99 -4.85 4.77
C: 0.86 -3.33 3.96
C: 1.21 -2.15 4.61
Cl: 1.77 -2.19 6.25
C: 1.09 -0.93 3.94
Cl: 1.50 0.56 4.73
C: 0.65 -0.86 2.62
O: 0.53 0.31 1.97
C: 0.31 -2.07 1.95
O: -0.11 -2.02 0.69
C: 0.42 -3.27 2.64
Cl: -0.03 -4.71 1.79
O: 2.07 -0.37 -0.31
C: 2.59 0.07 -1.59
C: 1.41 0.74 -2.35
O: 1.66 1.58 -3.19
O: 0.24 0.26 -2.03
C: 2.94 -1.15 -2.45
C: 3.72 -0.98 -3.60
C: 4.00 -2.06 -4.42
C: 3.50 -3.33 -4.11
C: 2.71 -3.49 -2.98
C: 2.43 -2.41 -2.15
C: 3.75 1.01 -1.32
C: 3.51 2.35 -1.00
C: 4.55 3.18 -0.61
C: 5.85 2.68 -0.53
C: 6.09 1.35 -0.84
C: 5.04 0.52 -1.23
H: 2.78 -0.76 0.21
H: 4.09 0.01 -3.85
H: 4.60 -1.92 -5.31
H: 3.72 -4.17 -4.75
H: 2.31 -4.47 -2.73
H: 1.80 -2.55 -1.29
H: 2.51 2.75 -1.06
H: 4.35 4.22 -0.37
H: 6.66 3.33 -0.23
H: 7.10 0.95 -0.77
H: 5.24 -0.52 -1.46
C: -0.66 3.29 2.73
N: -1.63 3.74 1.73
C: -2.31 5.00 2.01
C: -3.64 5.06 1.31
C: -3.42 4.77 -0.16
N: -2.72 3.51 -0.32
C: -2.86 2.86 -1.62
C: -1.80 3.07 0.57
O: -1.16 2.02 0.34
H: -1.17 3.14 3.68
H: 0.11 4.06 2.87
H: -0.18 2.37 2.43
H: -1.68 5.84 1.71
H: -2.43 5.07 3.09
H: -4.09 6.05 1.43
H: -4.32 4.32 1.73
H: -2.86 5.59 -0.63
H: -4.37 4.70 -0.69
H: -3.93 2.71 -1.82
H: -2.37 1.89 -1.61
H: -2.44 3.47 -2.41
C: -2.57 -1.17 -3.05
S: -2.07 -1.82 -1.49
C: -3.42 -2.92 -1.20
O: -2.32 -0.66 -0.51
H: -2.57 -1.98 -3.79
H: -1.82 -0.42 -3.32
H: -3.56 -0.73 -2.94
H: -3.49 -3.60 -2.05
H: -4.31 -2.30 -1.10
H: -3.20 -3.47 -0.29

=====

(5)
Density functional theory data (ωB97M-V/def2-TZVPD) for C3H3ClN2O2S in the gas phase in a non-equilibrium geometry.

For the strongest force on any atom, the calculation gives 2.60 eV/A. As for the HOMO-LUMO gap: 9.96 eV. Its net charge is 0. As for the energy relative to the best compared isomer or geometry (same formula, charge and spin): 0.0 kJ/mol. As for the SMILES: O=[N+]([O-])[C@H]1SCN=C1Cl.

Cartesian coordinates (Å):
O: -1.55 1.68 -1.76
N: -0.64 1.38 -1.04
O: 0.52 1.64 -1.11
C: -0.92 0.33 0.01
S: -0.72 -1.19 -0.90
C: 0.92 -1.59 -0.02
N: 1.01 -0.66 1.04
C: 0.20 0.28 1.08
Cl: 0.24 1.64 2.10
H: -1.87 0.57 0.59
H: 1.86 -1.62 -0.51
H: 0.95 -2.47 0.53

=====

(6)
Density functional theory data (ωB97M-V/def2-TZVPD) for C5H9CrMgO4 as an isolated structure in a non-equilibrium geometry.

For the strongest force on any atom, the calculation gives 3.22 eV/A. The spin multiplicity is 4. As for the HOMO-LUMO gap (alpha / beta): 6.10 / 7.08 eV. Its expectation value of S² is 4.20. Its net charge is +2. As for the energy relative to the best compared isomer or geometry (same formula, charge and spin): 34.8 kJ/mol.

Cartesian coordinates (Å):
O: -1.90 1.13 0.38
C: -1.10 2.16 0.65
C: 0.23 1.97 0.67
O: 0.68 0.66 0.77
C: 1.64 0.21 -0.19
C: 1.92 -1.22 0.20
O: 0.68 -1.93 0.24
C: 0.79 -3.33 0.45
Cr: -0.94 -0.75 0.54
H: -1.51 3.17 0.57
H: 0.99 2.76 0.67
H: 2.56 0.80 -0.13
H: 2.36 -1.27 1.21
H: 2.58 -1.69 -0.55
H: -0.22 -3.75 0.39
H: 1.43 -3.78 -0.33
H: 1.21 -3.51 1.45
Mg: -3.42 0.17 -0.34
O: -2.23 -1.18 -0.85
H: 1.23 0.32 -1.29

=====

So what do the calculations give for DFT total energy? Going down the list: -4071.114046, -3268.094653, -308.033513, -4784.110571, -1234.354474, -1740.787935 hartree.